No. 1
C5H11B | the ωB97M-V functional and the def2-TZVPD basis

As for the SMILES: C=C=BCC.C. The orbital gap comes out at 0.2826 hartree. The LUMO energy is -0.2764 eV. For the HOMO energy, the calculation gives -7.97 eV.

Geometry (Å):
1 C 2.99100 0.68154 0.97685
2 C 1.69667 0.26248 1.00656
3 B 0.44805 -0.30083 1.28136
4 C -0.94102 -0.75206 1.10426
5 C -1.10016 -1.93948 0.19686
6 H 3.76564 -0.02198 1.16711
7 H 3.15852 1.71050 0.54538
8 H -1.72037 -0.08353 0.81372
9 H -1.29047 -1.05911 2.01311
10 H -0.22913 -2.61733 0.19384
11 H -2.03229 -2.44699 0.32094
12 H -1.20018 -1.49362 -0.84698
13 C -0.78829 1.59356 -1.74431
14 H 0.09890 1.53414 -2.41362
15 H -1.29874 2.62593 -2.18655
16 H -1.18319 0.60836 -1.73213
17 H -0.37493 1.69842 -0.69641

Atom-resolved charges from Löwdin, all expressed in e: -0.02, -0.03, -0.12, -0.25, -0.11, 0.04, 0.07, 0.10, 0.07, 0.09, 0.07, 0.08, -0.07, 0.01, 0.09, -0.03, 0.01

=====

No. 2
C11H17AuClINO2PS | the ωB97M-V functional and the def2-TZVPD basis

As for the total charge: +2. The orbital gap (spin up / spin down) comes out at 0.2380 / 0.1433 hartree. As for the spin multiplicity: 3. The LUMO energy (spin up / spin down) is -6.6438 / -10.3559 eV. For the HOMO energy (spin up / spin down), the calculation gives -13.12 / -14.26 eV.

Geometry (Å):
1 C -3.61180 2.80508 -5.37532
2 C -3.37385 1.70383 -4.37119
3 H -4.45431 2.50973 -6.01847
4 H -2.71953 2.94143 -5.99881
5 H -3.87427 3.73231 -4.85077
6 O -3.97825 0.66746 -4.23885
7 I -1.78838 1.76752 -2.83740
8 Au -0.36816 0.16987 -0.18101
9 P 1.54253 -0.88684 -1.25631
10 C 1.84168 -2.66993 -1.08032
11 C 1.17817 -0.63177 -3.01480
12 H 3.15441 0.89401 -0.99178
13 H 3.88667 -0.57940 -1.68983
14 H 3.54712 -0.49937 0.04975
15 C 3.19664 -0.19129 -0.93793
16 H 1.05629 0.43567 -3.17871
17 H 1.99309 -1.04331 -3.60971
18 H 2.59408 -2.95531 -1.81631
19 H 0.91779 -3.21419 -1.25941
20 H 0.23778 -1.13432 -3.23312
21 H 2.21152 -2.88837 -0.07899
22 C -0.58792 -1.44853 0.91634
23 O -0.62972 -2.34897 1.63598
24 Cl 0.58743 2.16533 -0.97611
25 S -1.52997 1.02141 1.97245
26 C -0.70938 0.44889 3.35267
27 N -1.25334 -0.60274 4.06061
28 C -0.73643 -1.03972 5.25174
29 C 0.38673 -0.43086 5.77236
30 C 0.95982 0.66241 5.08748
31 C 0.38529 1.10503 3.90296
32 H -2.12699 -0.99361 3.71634
33 H -1.29118 -1.85394 5.72300
34 H 0.79027 -0.76842 6.73034
35 H 1.84345 1.17173 5.48472
36 H 0.72271 1.97915 3.33842

Atom-resolved charges from Löwdin, all expressed in e: -0.02, -0.68, 0.12, 0.11, 0.11, 0.14, 1.09, 0.38, 0.70, -0.24, -0.28, 0.02, 0.07, 0.06, -0.23, -0.02, 0.07, 0.07, 0.05, 0.04, 0.06, -0.26, 0.15, -0.07, 0.63, -0.73, 0.07, -0.01, -0.02, 0.01, -0.07, 0.15, 0.15, 0.13, 0.14, 0.12

=====

No. 3
C4H10NOP | the ωB97M-V functional and the def2-TZVPD basis

As for the SMILES: CC(=O)[PH2]1N[C@H]1C. The orbital gap comes out at 0.2865 hartree. The LUMO energy is 0.6941 eV. For the HOMO energy, the calculation gives -7.10 eV.

Geometry (Å):
1 C -3.31994 0.82540 0.39232
2 C -2.48435 -0.35347 0.08832
3 O -2.82978 -1.48706 0.01396
4 P -0.34073 -0.10395 -0.33324
5 N 0.77085 0.49878 0.72429
6 C 1.74230 0.07593 -0.34374
7 C 2.59390 -1.00399 0.29268
8 H -4.32387 0.93127 -0.12678
9 H -3.62374 0.89414 1.41110
10 H -2.77809 1.82684 0.16645
11 H -0.39573 0.60249 -1.45328
12 H -0.07891 -1.45348 -0.40883
13 H 0.83774 0.71848 1.72914
14 H 2.39526 0.85805 -0.76768
15 H 3.07434 -1.66855 -0.38652
16 H 3.29028 -0.60997 0.90749
17 H 1.88049 -1.53627 0.89680

Atom-resolved charges from Löwdin, all expressed in e: -0.09, -0.49, 0.03, 0.89, -0.30, -0.42, -0.15, 0.10, 0.06, 0.10, -0.03, 0.01, 0.09, 0.07, 0.06, 0.02, 0.05

=====

No. 4
C4H10O2 | the ωB97M-V functional and the def2-TZVPD basis

As for the SMILES: C=CO.CCO. The orbital gap comes out at 0.3501 hartree. The LUMO energy is 0.7060 eV. For the HOMO energy, the calculation gives -8.82 eV.

Geometry (Å):
1 C -2.29045 -0.82981 0.62338
2 C -1.48878 0.17667 0.31977
3 O -1.81926 1.13677 -0.61334
4 H -1.95036 -1.56140 1.33821
5 H -3.31127 -0.81249 0.27014
6 H -0.58511 0.51601 0.79660
7 H -0.99753 1.52970 -0.91772
8 C 1.65202 -1.40475 0.29864
9 C 1.90040 -0.18402 -0.56967
10 O 1.38210 1.04409 -0.04805
11 H 1.77626 -2.25820 -0.32540
12 H 0.67746 -1.38351 0.76899
13 H 2.39716 -1.48898 1.09220
14 H 2.90910 -0.12892 -0.98340
15 H 1.28756 -0.30786 -1.47082
16 H 2.01403 1.36677 0.60814

Atom-resolved charges from Löwdin, all expressed in e: 0.01, -0.29, -0.02, 0.04, 0.06, 0.09, 0.08, -0.08, -0.30, -0.10, 0.07, 0.05, 0.07, 0.11, 0.11, 0.09

=====

Q: Which relative energy (zero: lowest compared OMol25 entry of this formula, charge and spin) values were calculated for the entries above? A: 383.8; 0.0; 497.2; 183.6, in kJ/mol.